14
Properties=species:S:1:pos:R:3 method="wB97M-V/def2-TZVPD" max_force_ev_per_a=0.89 gap_ha=0.1828
C 2.50185 0.06165 0.30493
C 1.19077 0.18013 0.45121
C 0.19415 -0.80777 0.29116
C -0.87533 0.01405 0.00036
N -1.95018 -0.57154 -0.72935
C -0.67211 1.33620 0.14676
O 0.62690 1.45134 0.58516
H -1.47138 -0.98124 -1.54309
H 2.91418 -0.92972 0.22796
H 3.03985 0.98056 0.37209
H 0.39457 -1.81350 -0.06321
H -2.33009 -1.33591 -0.16299
H -2.59956 0.15452 -1.02261
H -1.31102 2.19957 0.16943

***

14
Properties=species:S:1:pos:R:3 method="wB97M-V/def2-TZVPD" max_force_ev_per_a=0.65 gap_ha=0.3881
C -1.44210 -1.80948 -0.55481
N 0.02015 -1.66934 -0.39717
C 0.34621 -0.45976 -0.38872
O -0.55872 0.57456 -0.61137
C 0.39790 1.52938 -0.19472
C 0.81404 1.24493 1.20227
C 1.45172 0.49145 0.03452
H -1.67202 -2.41121 -1.43399
H -1.80540 -2.30301 0.34956
H -1.99133 -0.86252 -0.64588
H 0.36068 2.47008 -0.72153
H 0.14883 0.68699 1.85991
H 1.41555 2.00984 1.68224
H 2.51447 0.50810 -0.18032

***

14
Properties=species:S:1:pos:R:3 method="wB97M-V/def2-TZVPD" max_force_ev_per_a=7.66 smiles="O=C1C[C@H]2C[C@@H]1N2" gap_ha=0.3627
C -1.24140 -0.29288 -0.18589
C -0.55549 1.05706 -0.42004
C 0.81746 0.65289 -0.14635
C 0.43099 -0.10857 1.14640
C -0.13072 -1.19430 -0.10358
H -0.76479 1.11895 -1.55078
H -0.88472 1.98684 -0.11373
H 1.54251 1.39816 0.21103
H -0.38768 -0.01984 1.88824
H 1.35771 -0.54026 1.46514
H -0.45262 -2.21071 -0.36933
H 1.82576 -1.00512 -0.76847
N 0.95327 -0.59906 -0.98823
O -2.51028 -0.24319 -0.06440

***

no.,HOMO (eV),energy (eV)
1,-5.26,-8831.4075
2,-9.53,-8833.3051
3,-9.04,-8831.8510